1.
This record from the Open Molecules 2025 dataset describes a structure of composition C22H21AsB2F2IIrN4O2S. The level of theory is ωB97M-V/def2-TZVPD.

Summary:
- E (eV) = -122614.318
- multiplicity = 5
- expectation value of S² = 6.073

Positions of all 57 atoms, in Å:
Ir1 -16.9083 -6.4561 3.9559
S1 -14.2400 -4.5065 10.8467
N1 -13.6838 -4.1153 9.3350
C1 -14.4728 -4.6772 8.4727
C2 -14.3414 -4.5833 6.9660
C3 -13.2602 -3.9973 6.3721
C4 -13.1613 -4.0795 4.9675
C5 -14.1200 -4.7830 4.2589
N2 -15.1759 -5.3368 4.8122
C6 -15.3030 -5.3047 6.1821
C7 -16.3297 -6.0453 6.7963
N3 -17.1783 -6.7114 5.9921
C8 -17.8035 -7.9069 6.5522
C9 -18.1342 -7.7420 8.0377
C10 -17.4819 -6.8451 8.8289
C11 -16.4807 -6.1051 8.2245
C12 -15.5625 -5.4223 9.0408
N4 -15.5223 -5.4076 10.4078
H1 -12.5311 -3.4752 6.9449
H2 -12.2960 -3.6935 4.4344
H3 -14.0262 -4.8962 3.1596
H4 -18.7427 -8.0596 5.9652
H5 -18.8567 -8.3908 8.5025
H6 -17.7831 -6.7385 9.8500
I1 -17.5425 -11.0323 6.5208
C13 -16.7687 -9.0371 6.3503
H7 -16.4589 -9.0706 5.2943
H8 -15.9463 -8.9382 7.0555
C14 -17.8470 -2.9253 5.3397
As1 -18.1325 -4.2445 3.9215
C15 -20.0719 -4.3144 4.1058
C16 -17.8862 -3.0713 2.3614
H9 -18.6313 -2.1965 5.2735
H10 -16.8990 -2.3944 5.2215
H11 -17.9307 -3.3912 6.3485
H12 -20.5155 -3.3719 3.8253
H13 -20.3538 -4.5155 5.1461
H14 -20.5163 -5.0769 3.4730
H15 -16.8187 -2.9300 2.1428
H16 -18.3657 -2.0981 2.6064
H17 -18.3757 -3.4773 1.4772
F1 -18.3859 -9.0504 3.4518
B1 -18.5124 -7.7150 3.4913
F2 -19.7697 -7.2838 3.7258
O1 -16.4005 -7.3747 1.0532
B2 -17.3447 -6.7767 1.9174
O2 -18.3363 -6.1378 1.1854
C17 -18.0650 -6.4300 -0.1345
C18 -18.7253 -5.8386 -1.2089
C19 -18.0978 -6.0555 -2.4552
C20 -16.9487 -6.8098 -2.5604
C21 -16.3499 -7.4360 -1.4747
C22 -16.8889 -7.1588 -0.2375
H18 -19.6465 -5.2757 -1.1694
H19 -18.4438 -5.5157 -3.3417
H20 -16.4790 -6.8338 -3.5666
H21 -15.4641 -8.0344 -1.6069

2.
This record from the Open Molecules 2025 dataset describes a structure of composition C30H25N7O6V. The level of theory is ωB97M-V/def2-TZVPD.

Summary:
- charge = +1
- E (eV) = -79916.037
- multiplicity = 3
- expectation value of S² = 2.013

Positions of all 69 atoms, in Å:
V1 -0.1709 -0.0595 0.4193
C1 0.6033 -3.5405 -1.7762
C2 -0.0494 -3.3250 -2.9913
C3 -0.9739 -2.3132 -3.0946
C4 -1.2349 -1.4860 -1.9935
N1 -0.5624 -1.6780 -0.8357
C5 0.3131 -2.6976 -0.7360
N2 -2.2341 -0.5414 -2.1600
C6 -2.5664 0.2996 -1.2510
N3 -1.9250 0.5202 -0.0501
C7 -2.7269 1.2708 0.7900
N4 -2.5891 1.4208 2.0560
C8 -1.7425 0.6378 2.8278
C9 -1.7535 0.9025 4.2025
C10 -1.1195 0.0353 5.0633
C11 -0.4791 -1.0951 4.5475
C12 -0.4486 -1.2563 3.1870
N5 -1.0378 -0.4024 2.3301
C13 -3.8592 1.7676 -0.0201
C14 -4.9061 2.6091 0.2956
C15 -5.8451 2.8586 -0.6996
C16 -5.7422 2.2656 -1.9561
C17 -4.6985 1.3984 -2.2604
C18 -3.7596 1.1704 -1.2751
H1 1.3151 -4.3422 -1.6466
H2 0.1587 -3.9588 -3.8433
H3 -1.5245 -2.1263 -4.0048
H4 0.7962 -2.8109 0.2284
H5 -2.3088 1.7624 4.5452
H6 -1.1371 0.2149 6.1302
H7 -0.0010 -1.8207 5.1892
H8 0.0829 -2.0853 2.7379
H9 -4.9864 3.0566 1.2770
H10 -6.6745 3.5225 -0.4959
H11 -6.4925 2.4813 -2.7050
H12 -4.6185 0.9218 -3.2281
O1 1.8394 -0.0760 1.7119
C19 1.6784 1.1694 1.6376
O2 0.5817 1.7195 1.4011
C20 2.9126 2.0563 1.6549
N6 4.1042 1.1346 1.7011
C21 4.8245 1.3850 2.9935
C22 4.5168 2.8458 3.2845
C23 3.0522 2.9973 2.8575
H13 2.9391 2.5610 0.6930
H14 4.6928 1.2854 0.8824
H15 3.6948 0.1860 1.6367
H16 5.8777 1.1452 2.8775
H17 4.3825 0.7212 3.7352
H18 5.1624 3.4901 2.6846
H19 4.6830 3.0912 4.3310
H20 2.7973 4.0179 2.5870
H21 2.3768 2.6882 3.6562
O3 3.3020 0.9407 -1.1889
C24 2.1565 0.7802 -1.5970
O4 1.1653 0.4966 -0.8214
C25 1.7999 0.9033 -3.0479
C26 0.5839 1.4648 -3.4214
C27 0.2377 1.5429 -4.7593
C28 1.1229 1.0392 -5.6946
C29 2.3441 0.4890 -5.3504
C30 2.6838 0.4305 -4.0097
N7 0.7437 1.0854 -7.1216
O5 -0.3903 1.4264 -7.3848
O6 1.5925 0.7886 -7.9344
H22 -0.0904 1.8407 -2.6637
H23 -0.6985 1.9715 -5.0841
H24 3.0023 0.1217 -6.1236
H25 3.6343 0.0180 -3.6992

3.
This record from the Open Molecules 2025 dataset describes a structure of composition C4H4FeO5. The level of theory is ωB97M-V/def2-TZVPD.

Summary:
- E (eV) = -48831.666
- multiplicity = 7
- expectation value of S² = 12.009

Positions of all 14 atoms, in Å:
O1 0.6216 -2.2152 1.2610
C1 -0.4717 -1.8699 0.8123
O2 -1.5347 -2.4971 0.7409
O3 -0.6198 -0.4447 0.2945
C2 0.3660 0.5385 0.7250
H1 0.7565 0.2043 1.7003
C3 1.5274 0.5451 -0.2619
H2 1.9773 -0.4556 -0.3965
H3 1.2205 0.8966 -1.2609
H4 2.3184 1.2221 0.0989
C4 -1.7898 0.4875 -1.4107
O4 -1.8726 1.5793 -0.9575
O5 -1.8050 -0.3277 -2.2475
Fe1 -0.6942 2.3368 0.9022